P | Formula: C10H16
Source: the Open Molecules 2025 dataset
Level of theory: ωB97M-V/def2-TZVPD

Each line ends with the Mulliken charge.
Atoms and positions in Å:
C1 0.1147 -2.7634 1.9845  -0.935
C2 0.6301 -2.0075 0.7757  -0.890
C3 0.6807 -0.5079 1.0111  0.373
C4 1.7373 0.0780 1.7495  -0.366
C5 1.8618 1.4249 1.9780  -0.587
C6 0.9144 2.3107 1.3973  -0.362
C7 -0.1598 1.7269 0.7716  -0.385
C8 -0.2553 0.3750 0.4599  -0.199
H1 0.0441 -3.8179 1.6251  0.304
H2 -0.9544 -2.4919 2.0875  0.281
H3 0.6668 -2.6345 2.9079  0.345
H4 1.6385 -2.3333 0.4765  0.377
H5 -0.0408 -2.0778 -0.0991  0.306
H6 2.2980 -0.6725 2.3764  0.228
H7 2.5397 1.8237 2.6955  0.397
H8 1.0071 3.4104 1.4938  0.351
H9 -1.0469 2.3651 0.5589  0.295
H10 -1.2238 -0.0882 0.0906  0.435
C9 -1.5839 0.0035 -3.2511  -0.642
C10 -0.9436 1.3751 -2.9439  -0.652
H11 -2.5843 0.1599 -3.6328  0.301
H12 -0.9975 -0.7388 -3.7715  0.284
H13 -1.7557 -0.3249 -2.2007  0.085
H14 -0.2564 1.3610 -2.0913  0.127
H15 -1.8089 2.0489 -2.6653  0.218
H16 -0.5222 1.9955 -3.7842  0.312

Computed properties:
HOMO: -9.0 eV
orbital gap: 10.01 eV
E_LUMO: 1.0 eV
SMILES: CCc1ccccc1.CC

***

Q | Formula: C10H16
Source: the Open Molecules 2025 dataset
Level of theory: ωB97M-V/def2-TZVPD

Each line ends with the Mulliken charge.
Atoms and positions in Å:
C1 2.6976 -0.6274 -1.6455  -1.470
C2 1.8338 -0.7426 -0.4162  1.340
C3 1.2874 -1.9976 -0.1527  -0.624
C4 0.6723 -2.2045 1.0899  -0.242
C5 0.5288 -1.1743 2.0149  -0.594
C6 1.0704 0.0777 1.6935  -0.287
C7 1.7781 0.2596 0.5031  -0.901
H1 2.2293 -0.9277 -2.5736  0.336
H2 3.6140 -1.2777 -1.4690  0.318
H3 3.2685 0.3204 -1.6274  0.361
H4 1.4427 -2.8319 -0.7969  0.429
H5 0.4785 -3.2824 1.3205  0.309
H6 -0.0764 -1.3539 2.8947  0.386
H7 0.8321 0.7700 2.5262  0.390
H8 2.1554 1.2779 0.3315  0.241
C8 -2.8758 1.2138 -1.4174  -1.208
C9 -2.2476 0.6945 -0.0952  -0.129
C10 -1.3266 1.7221 0.5935  -1.022
H9 -2.7781 0.4526 -2.1733  0.358
H10 -3.8086 1.6199 -1.1595  0.340
H11 -2.2690 2.0184 -1.8738  0.306
H12 -1.8344 -0.2909 -0.3886  0.132
H13 -3.0857 0.3632 0.5689  0.317
H14 -0.3932 1.7051 0.0483  0.164
H15 -1.3711 1.5196 1.6296  0.303
H16 -1.8226 2.6962 0.5746  0.449

Computed properties:
HOMO: -9.0 eV
orbital gap: 10.00 eV
E_LUMO: 1.0 eV
SMILES: Cc1ccccc1.CCC

***

Which of them is the most stable, and which is the least stable? P and Q, in that order.

***

P | Formula: C10H16
Source: the Open Molecules 2025 dataset
Level of theory: ωB97M-V/def2-TZVPD

Each line ends with the Mulliken charge.
Atoms and positions in Å:
C1 -0.6113 -2.3026 -2.0781  -1.431
C2 0.4699 -1.6921 -1.2357  0.891
C3 1.1734 -0.5570 -1.6381  -0.449
C4 2.0132 0.0745 -0.7428  -0.363
C5 2.2839 -0.4557 0.5398  -0.580
C6 1.7251 -1.6858 0.8478  -0.533
C7 0.7591 -2.2140 0.0160  -0.425
H1 -1.2411 -1.5331 -2.5232  0.338
H2 -1.2505 -2.9555 -1.4865  0.371
H3 -0.1574 -2.8888 -2.8805  0.314
H4 1.1922 -0.1780 -2.6533  0.347
H5 2.4793 0.9955 -1.0742  0.413
H6 2.9919 0.0454 1.1839  0.414
H7 2.0889 -2.2189 1.7172  0.368
H8 0.2357 -3.1071 0.3362  0.320
C8 -2.5177 1.4905 1.1227  -1.237
C9 -1.3107 2.2720 0.5659  -0.126
C10 -0.0211 2.0264 1.3145  -0.978
H9 -2.7659 1.8113 2.1419  0.330
H10 -3.4367 1.5599 0.5467  0.352
H11 -2.2930 0.4296 1.2897  0.306
H12 -1.1730 2.0300 -0.4791  0.251
H13 -1.7131 3.2904 0.5874  0.275
H14 0.0762 1.0123 1.7149  0.234
H15 0.8414 2.1247 0.6579  0.198
H16 0.1613 2.6263 2.2090  0.401

Computed properties:
HOMO: -9.0 eV
orbital gap: 10.01 eV
E_LUMO: 1.0 eV
SMILES: Cc1ccccc1.CCC

***

Q | Formula: C10H16
Source: the Open Molecules 2025 dataset
Level of theory: ωB97M-V/def2-TZVPD

Each line ends with the Mulliken charge.
Atoms and positions in Å:
C1 -1.8867 -1.8338 -2.0363  -1.036
C2 -1.2764 -0.4326 -1.5759  -1.002
C3 -0.6619 -0.8078 -0.1823  0.448
C4 0.6062 -1.0914 0.0842  -0.118
C5 1.0806 -1.5491 1.4716  -0.639
C6 0.1987 -1.3951 2.4913  -0.094
C7 -1.1577 -1.2393 2.2716  -0.910
C8 -1.5223 -0.9264 0.9359  -0.197
H1 -1.0347 -2.3896 -2.3315  0.311
H2 -2.5407 -1.6101 -2.8583  0.349
H3 -2.3464 -2.2840 -1.1139  0.340
H4 -0.5346 -0.0896 -2.1880  0.442
H5 -2.1023 0.2464 -1.3473  0.340
H6 1.3115 -1.1076 -0.7517  0.381
H7 2.1595 -1.8841 1.4584  0.290
H8 0.3901 -1.6494 3.6463  0.209
H9 -1.8810 -1.0835 2.9442  0.500
H10 -2.5652 -1.0575 0.8571  0.386
C9 2.1971 2.6865 -0.8968  -0.701
C10 1.2911 2.8154 0.3810  -0.801
H11 2.6657 3.6691 -1.0244  0.340
H12 2.9314 1.8480 -0.6454  0.185
H13 1.5918 2.3091 -1.7082  0.187
H14 1.5302 3.6239 1.0601  0.392
H15 1.1594 1.8445 0.9426  0.119
H16 0.3966 3.3881 0.1155  0.282

Computed properties:
HOMO: -8.9 eV
orbital gap: 9.85 eV
E_LUMO: 1.0 eV
SMILES: CCc1ccccc1.CC

***

R | Formula: C10H16
Source: the Open Molecules 2025 dataset
Level of theory: ωB97M-V/def2-TZVPD

Each line ends with the Mulliken charge.
Atoms and positions in Å:
C1 -1.3210 -1.8497 -1.9357  -1.285
C2 -0.2294 -1.3257 -1.2045  0.839
C3 0.5475 -0.1628 -1.5893  -0.262
C4 1.6340 0.3655 -0.9540  -0.650
C5 1.9799 -0.2174 0.2971  -0.330
C6 1.4001 -1.3681 0.6856  -0.561
C7 0.3469 -1.9730 -0.0888  -0.343
H1 -1.1392 -2.9835 -1.9818  0.320
H2 -1.4379 -1.5247 -2.9714  0.364
H3 -2.3543 -1.7039 -1.4372  0.218
H4 0.3309 0.3561 -2.5363  0.227
H5 2.0370 1.3457 -1.2587  0.302
H6 2.6675 0.1086 1.0756  0.404
H7 1.6840 -1.9545 1.5489  0.371
H8 -0.1484 -2.8899 0.0911  0.423
C8 -2.3249 1.6032 1.1308  -1.243
C9 -0.8516 1.8337 0.9476  0.403
C10 0.0074 2.1499 2.0980  -1.311
H9 -2.6744 2.2017 1.9716  0.355
H10 -2.6442 0.6261 1.3198  0.335
H11 -2.8105 1.9573 0.1937  0.301
H12 -0.3896 0.8627 0.3492  -0.085
H13 -0.8311 2.6204 0.1328  0.191
H14 -0.2905 1.4614 2.9119  0.300
H15 1.0705 2.0539 1.8435  0.299
H16 -0.2028 3.1286 2.4271  0.418

Computed properties:
HOMO: -9.0 eV
orbital gap: 9.91 eV
E_LUMO: 0.9 eV
SMILES: Cc1ccccc1.CCC

***

Which of them is the most stable, and which is the least stable? P and Q, in that order.

***

P | Formula: C3H5FN4
Source: the Open Molecules 2025 dataset
Level of theory: ωB97M-V/def2-TZVPD

Each line ends with the Mulliken charge.
Atoms and positions in Å:
H1 0.7089 -3.0519 -0.2890  0.208
N1 0.0683 -2.5439 -0.8962  -0.711
C1 -0.0841 -1.3395 -0.5030  0.294
N2 0.4527 -0.6306 0.5660  -0.181
C2 0.1409 0.7500 0.4527  0.310
N3 0.6571 1.6537 1.3937  -0.547
C3 -0.6845 0.8415 -0.5965  0.021
F1 -1.3349 1.8921 -1.0782  -0.295
N4 -0.9135 -0.4186 -1.1390  -0.157
H2 1.3196 -0.9082 0.9901  0.263
H3 0.0399 1.7586 2.1997  0.253
H4 0.8363 2.5649 0.9934  0.264
H5 -1.2067 -0.5680 -2.0936  0.279

Computed properties:
HOMO: -7.6 eV
orbital gap: 8.28 eV
E_LUMO: 0.7 eV
SMILES: [H]/N=c1\[nH]c(N)c(F)[nH]1

***

Q | Formula: C3H5FN4
Source: the Open Molecules 2025 dataset
Level of theory: ωB97M-V/def2-TZVPD

Each line ends with the Mulliken charge.
Atoms and positions in Å:
C1 -0.5536 0.7991 0.9600  -0.872
N1 0.7978 0.5905 0.6986  0.595
N2 1.6062 1.2438 1.5628  -0.472
N3 2.8728 1.0713 1.2960  -0.521
C2 2.9304 0.2789 0.2668  0.414
F1 3.9636 0.0330 -0.4319  -0.277
C3 1.5537 -0.1290 -0.1870  0.194
N4 1.2230 -0.6547 -1.3532  -0.514
H1 -0.8690 -0.0914 1.6856  0.276
H2 -0.5484 1.7028 1.6236  0.328
H3 -1.1972 0.9952 0.1547  0.344
H4 2.0016 -1.0406 -1.9001  0.254
H5 0.3873 -1.3262 -1.5089  0.251

Computed properties:
HOMO: -7.9 eV
orbital gap: 8.43 eV
E_LUMO: 0.6 eV
SMILES: Cn1nnc(F)c1N

***

Which of them is the most stable, and which is the least stable? P and Q, in that order.

***

P | Formula: C14H16
Source: the Open Molecules 2025 dataset
Level of theory: ωB97M-V/def2-TZVPD

Each line ends with the Mulliken charge.
Atoms and positions in Å:
C1 -2.3143 3.8794 -1.3334  -1.417
C2 -2.0959 2.4304 -1.6707  0.991
C3 -3.1456 1.4681 -1.6335  -0.522
C4 -2.7026 0.1396 -1.6912  -0.384
C5 -1.3648 -0.1581 -1.9248  -0.499
C6 -0.3327 0.7431 -1.7120  0.008
C7 -0.7153 2.0764 -1.6166  -0.680
H1 -3.3658 4.0094 -1.0624  0.345
H2 -2.2738 4.5147 -2.2324  0.313
H3 -1.6749 4.4117 -0.6462  0.353
H4 -4.1692 1.7741 -1.8001  0.334
H5 -3.4053 -0.6773 -1.7699  0.348
H6 -1.1421 -1.0990 -2.4582  0.348
H7 0.6337 0.3647 -1.4238  -0.015
H8 -0.0098 2.8547 -1.3695  0.317
C8 1.8387 -1.8552 4.0084  -1.289
C9 1.9157 -1.7053 2.5053  0.903
C10 2.2667 -0.5277 1.8975  -0.326
C11 2.1197 -0.2699 0.5160  -0.613
C12 1.6717 -1.3915 -0.2030  -0.320
C13 1.5223 -2.6248 0.3862  -0.695
C14 1.4733 -2.7871 1.7624  -0.400
H9 0.9065 -1.9170 4.5444  0.286
H10 2.5019 -1.1221 4.5028  0.319
H11 2.3732 -2.8046 4.1625  0.334
H12 2.6758 0.2934 2.4795  0.258
H13 2.4399 0.6486 0.0486  0.438
H14 1.5966 -1.2181 -1.2740  0.571
H15 1.3391 -3.4836 -0.2493  0.349
H16 1.1893 -3.7725 2.1494  0.344

Computed properties:
HOMO: -8.5 eV
orbital gap: 9.43 eV
E_LUMO: 0.9 eV
SMILES: Cc1ccccc1.Cc1ccccc1

***

Q | Formula: C14H16
Source: the Open Molecules 2025 dataset
Level of theory: ωB97M-V/def2-TZVPD

Each line ends with the Mulliken charge.
Atoms and positions in Å:
C1 0.7943 -0.5884 -2.4677  -1.285
C2 1.5558 0.5214 -1.8218  1.078
C3 2.9698 0.5290 -1.9572  -0.745
C4 3.6055 1.5731 -1.3217  -0.184
C5 2.9723 2.6845 -0.7832  -0.533
C6 1.6026 2.7773 -0.8955  -0.495
C7 0.8929 1.6488 -1.3258  -0.403
H1 1.3602 -1.2518 -3.1207  0.350
H2 -0.1662 -0.3682 -2.9380  0.345
H3 0.4694 -1.2696 -1.6692  0.161
H4 3.4258 -0.3543 -2.3766  0.318
H5 4.6910 1.5875 -1.2210  0.312
H6 3.6206 3.4834 -0.4552  0.362
H7 1.1085 3.6489 -0.4840  0.342
H8 -0.1873 1.5978 -1.3464  0.389
C8 -3.2138 0.4799 2.6923  -1.332
C9 -2.4277 -0.6139 1.9965  0.892
C10 -3.1279 -1.4458 1.1151  -0.461
C11 -2.3988 -2.3222 0.3001  -0.432
C12 -1.0963 -2.6069 0.6353  -0.524
C13 -0.4169 -1.8411 1.5975  -0.572
C14 -1.0567 -0.7633 2.1729  -0.437
H9 -4.0107 0.0284 3.2770  0.342
H10 -3.5291 1.2997 2.0444  0.294
H11 -2.5130 0.9965 3.3554  0.348
H12 -4.1903 -1.3511 0.9469  0.358
H13 -2.8178 -2.6932 -0.6282  0.384
H14 -0.4891 -3.3282 0.1061  0.452
H15 0.6410 -2.0188 1.7391  0.359
H16 -0.5029 0.0047 2.6921  0.319

Computed properties:
HOMO: -8.9 eV
orbital gap: 9.75 eV
E_LUMO: 0.9 eV
SMILES: Cc1ccccc1.Cc1ccccc1

***

Which of them is the most stable, and which is the least stable? Q and P, in that order.